1.
ORCA calculation (ωB97M-V with the def2-TZVPD basis set) on one molecule with the formula C17H22BrNO4.

```
! RIJCOSX wB97M-V def2-TZVPD def2/J DEFGRID3
* xyz 0 1
C 6.137 -4.192 0.162
C 5.307 -2.938 -0.032
O 4.214 -2.969 0.893
C 3.447 -1.884 0.950
O 3.628 -0.892 0.294
C 2.296 -2.080 1.921
C 1.929 -0.752 2.586
C 0.652 -0.905 3.417
N -0.427 -1.401 2.595
C -1.496 -0.720 2.120
O -2.288 -1.221 1.348
C -1.717 0.715 2.634
C -2.428 0.667 3.986
O -2.582 1.403 1.755
C -2.221 1.554 0.457
C -0.972 1.241 -0.073
C -0.707 1.463 -1.413
C -1.687 2.003 -2.223
Br -1.318 2.307 -4.067
C -2.934 2.326 -1.715
C -3.196 2.102 -0.381
C -0.134 -2.706 2.032
C 1.095 -2.618 1.129
H 6.525 -4.232 1.176
H 5.529 -5.075 -0.013
H 6.969 -4.189 -0.536
H 5.896 -2.032 0.152
H 4.903 -2.880 -1.049
H 2.594 -2.818 2.671
H 2.744 -0.415 3.227
H 1.784 -0.002 1.806
H 0.389 0.042 3.884
H 0.827 -1.637 4.216
H -0.768 1.266 2.711
H -2.628 1.679 4.329
H -1.824 0.146 4.723
H -3.375 0.147 3.866
H -0.193 0.816 0.540
H 0.263 1.215 -1.818
H -3.693 2.745 -2.358
H -4.159 2.339 0.041
H -1.008 -3.024 1.460
H 0.042 -3.412 2.849
H 1.326 -3.603 0.723
H 0.879 -1.944 0.298
*
```

Output
ΔE to the lowest compared entry with this formula, charge and spin: 0.0 kcal/mol
HOMO level: -8.24 eV
LUMO: 0.6 eV
SMILES string: CCOC(=O)C1CCN(C(=O)[C@H](C)Oc2ccc(Br)cc2)CC1

Results of the Mulliken charge analysis, in e, for atoms 1 through 4:
1. C -1.216
2. C -0.206
3. O -0.253
4. C 0.038

=====

2.
ORCA calculation (ωB97M-V with the def2-TZVPD basis set) on C17H22Cl2HfO5 as an isolated structure at a distorted geometry.

```
! RIJCOSX wB97M-V def2-TZVPD def2/J DEFGRID3
* xyz -2 1
C 2.215 0.529 -1.833
C 3.031 0.208 -0.690
C 2.770 1.149 0.341
C 4.048 -0.871 -0.622
C 1.863 2.118 -0.167
C 1.493 1.746 -1.512
C 0.864 2.678 -2.493
C 2.503 0.047 -3.211
C 3.302 1.109 1.729
C 1.496 3.375 0.535
Hf -0.035 0.006 -0.634
Cl 1.117 -1.954 0.245
Cl -0.795 -0.711 -2.705
O -0.871 1.597 0.085
H 3.830 -1.669 -1.343
H 4.096 -1.319 0.380
H 5.049 -0.470 -0.853
H 3.226 0.092 2.137
H 2.718 1.773 2.376
H 4.354 1.419 1.781
H 1.287 3.166 1.592
H 0.594 3.813 0.099
H 2.305 4.125 0.499
H 0.096 3.295 -2.009
H 0.354 2.161 -3.317
H 1.625 3.360 -2.918
H 2.498 -1.047 -3.279
H 3.509 0.398 -3.497
H 1.785 0.424 -3.940
H -1.549 1.871 0.725
O -2.166 1.549 -4.112
H -3.090 1.920 -4.218
O -3.726 -2.344 -0.281
C -3.848 -2.518 1.045
C -4.954 -3.261 1.506
C -5.119 -3.475 2.876
C -4.190 -2.964 3.794
C -3.091 -2.228 3.352
C -2.913 -1.979 1.992
C -1.773 -1.113 1.540
O -0.981 -0.529 2.289
O -1.675 -1.021 0.213
H -2.897 -1.807 -0.421
H -5.670 -3.643 0.777
H -5.989 -4.037 3.232
H -4.335 -3.141 4.858
H -2.360 -1.830 4.054
*
```

Output
HOMO level: 0.01 eV
LUMO: 4.6 eV

Results of the Mulliken charge analysis, in e, for atoms 1 through 4:
1. C 1.000
2. C 0.286
3. C 0.899
4. C -1.679

=====

3.
ORCA calculation (ωB97M-V with the def2-TZVPD basis set) on a 7-piece molecular cluster, C17H22Cl6O15 overall at a distorted geometry.

```
! RIJCOSX wB97M-V def2-TZVPD def2/J DEFGRID3
* xyz 0 1
Cl -0.046 -1.451 -2.657
C 0.535 -0.579 -1.245
Cl 0.383 -1.558 0.202
Cl -0.279 0.993 -1.085
H 1.571 -0.292 -1.395
Cl 4.284 -1.063 -0.922
C 3.835 -0.236 0.580
Cl 3.301 1.401 0.233
Cl 5.189 -0.233 1.706
H 3.028 -0.793 1.035
O 2.644 6.541 -1.639
C 1.861 5.956 -0.969
O 1.330 6.421 0.187
C 0.473 5.449 0.758
C 0.672 4.208 -0.135
O 1.372 4.730 -1.262
H 0.649 5.274 1.813
H -0.562 5.773 0.605
H -0.249 3.688 -0.364
H 1.342 3.468 0.312
O -2.865 -2.286 2.030
C -3.066 -2.127 0.866
O -3.821 -1.104 0.376
C -3.715 -1.105 -1.037
C -3.124 -2.474 -1.369
O -2.579 -2.882 -0.117
H -4.612 -0.865 -1.605
H -3.000 -0.325 -1.333
H -2.392 -2.373 -2.164
H -3.863 -3.216 -1.678
O -2.833 -6.515 1.366
C -2.231 -5.712 2.000
O -1.211 -4.959 1.532
C -0.615 -4.221 2.585
C -1.548 -4.456 3.786
O -2.481 -5.419 3.296
H 0.410 -4.565 2.727
H -0.586 -3.164 2.327
H -2.097 -3.546 4.019
H -1.035 -4.857 4.656
O 2.644 2.598 -3.749
C 2.988 1.485 -3.949
O 4.247 1.015 -3.758
C 4.350 -0.249 -4.412
C 2.906 -0.722 -4.358
O 2.171 0.483 -4.397
H 4.659 -0.059 -5.443
H 5.023 -0.956 -3.936
H 2.721 -1.238 -3.410
H 2.627 -1.420 -5.145
O 0.109 3.287 3.497
C -0.730 2.595 3.019
O -1.228 2.721 1.771
C -2.384 1.875 1.623
C -2.252 0.899 2.809
O -1.320 1.560 3.666
H -3.254 2.527 1.705
H -2.322 1.372 0.666
H -1.845 -0.038 2.433
H -3.182 0.745 3.343
*
```

Output
ΔE to the lowest compared entry with this formula, charge and spin: 0.0 kcal/mol
HOMO level: -10.64 eV
LUMO: -0.1 eV
SMILES string: ClC(Cl)Cl.ClC(Cl)Cl.O=C1OCCO1.O=C1OCCO1.O=C1OCCO1.O=C1OCCO1.O=C1OCCO1

Results of the Mulliken charge analysis, in e, for atoms 1 through 4:
1. Cl -0.232
2. C 0.717
3. Cl -0.076
4. Cl -0.118

=====

4.
ORCA calculation (ωB97M-V with the def2-TZVPD basis set) on C17H22CrGeI2N2O as an isolated structure.

```
! RIJCOSX wB97M-V def2-TZVPD def2/J DEFGRID3
* xyz 0 5
Cr -0.317 0.012 0.757
I 4.432 5.716 -1.032
C 2.850 4.451 -0.538
C 1.753 4.947 0.154
C 0.721 4.094 0.493
I -0.934 4.842 1.515
C 0.734 2.722 0.169
O -0.241 1.936 0.529
C 1.853 2.259 -0.562
C 1.910 0.828 -1.017
N 1.809 -0.118 0.126
C 2.117 -1.518 -0.203
C 0.929 -2.455 -0.116
C 1.051 -3.781 -0.506
C -0.041 -4.618 -0.405
C -1.234 -4.108 0.082
C -1.279 -2.781 0.453
N -0.219 -1.967 0.359
C 2.896 3.117 -0.897
H 1.704 5.991 0.431
H 2.843 0.667 -1.563
H 1.087 0.599 -1.702
H 2.436 0.206 0.854
H 2.881 -1.889 0.484
H 2.545 -1.591 -1.206
H 2.001 -4.139 -0.883
H 0.035 -5.656 -0.705
H -2.119 -4.720 0.178
H -2.177 -2.328 0.848
H 3.745 2.734 -1.450
C -1.623 0.039 5.529
Ge -0.681 0.073 3.813
C 0.498 1.634 3.820
C 0.451 -1.542 3.803
C -1.800 0.052 2.227
H -0.901 0.040 6.348
H -2.240 -0.859 5.610
H -2.271 0.911 5.633
H 0.989 1.746 4.789
H -0.090 2.531 3.614
H 1.269 1.568 3.048
H 0.888 -1.718 4.788
H 1.271 -1.461 3.081
H -0.150 -2.415 3.533
H -2.375 0.983 2.185
H -2.506 -0.783 2.322
*
```

Output
HOMO level (spin up / spin down): -7.31 / -7.60 eV
LUMO (spin up / spin down): -0.2 / -0.3 eV

Results of the Mulliken charge analysis, in e, for atoms 1 through 4:
1. Cr 0.360
2. I 0.051
3. C -0.377
4. C -0.328

=====

5.
ORCA calculation (ωB97M-V with the def2-TZVPD basis set) on C17H22CrN4O9P2S as an isolated structure.

```
! RIJCOSX wB97M-V def2-TZVPD def2/J DEFGRID3
* xyz 0 5
Cr -0.296 0.904 0.534
C -2.770 -2.553 1.113
C -2.226 -1.207 0.759
N -1.194 -0.667 1.433
N -0.907 -0.987 2.728
C -0.528 -0.005 3.535
N -0.193 -0.309 4.809
S -0.541 1.614 2.995
C -2.720 -0.356 -0.256
C -3.728 -0.674 -1.187
C -4.145 0.274 -2.089
C -3.575 1.552 -2.072
C -2.570 1.804 -1.159
N -2.143 0.898 -0.284
H -1.952 -3.269 1.241
H -3.420 -2.938 0.333
H -3.349 -2.514 2.042
H -1.071 -1.919 3.081
H 0.022 -1.260 5.059
H 0.282 0.408 5.328
H -4.154 -1.667 -1.197
H -4.910 0.032 -2.815
H -3.891 2.321 -2.761
H -2.072 2.765 -1.130
C 2.269 4.422 1.569
C 2.658 3.305 0.618
O 3.958 3.524 0.056
P 2.729 1.664 1.471
O 4.161 1.083 1.203
O 2.785 1.946 3.041
O 1.642 0.659 1.232
P 1.503 3.082 -0.811
O 2.261 1.795 -1.371
O 1.548 4.248 -1.706
O 0.154 2.685 -0.196
H 2.991 4.494 2.382
H 1.273 4.249 1.980
H 2.259 5.360 1.013
H 3.825 3.966 -0.798
H 4.522 1.410 0.359
H 1.875 1.974 3.394
H 1.848 1.376 -2.186
O 1.187 -0.052 -2.878
C 0.646 -0.754 -2.017
O 0.081 -0.342 -0.950
C 0.595 -2.249 -2.181
C 0.791 -3.047 -1.057
C 0.746 -4.427 -1.175
C 0.476 -5.008 -2.407
C 0.282 -4.212 -3.526
C 0.359 -2.831 -3.418
H 0.994 -2.566 -0.108
H 0.918 -5.052 -0.308
H 0.410 -6.086 -2.495
H 0.072 -4.670 -4.484
H 0.233 -2.195 -4.285
*
```

Output
ΔE to the lowest compared entry with this formula, charge and spin: 12.0 kcal/mol
HOMO level (spin up / spin down): -6.30 / -8.90 eV
LUMO (spin up / spin down): -0.3 / -0.8 eV

Results of the Mulliken charge analysis, in e, for atoms 1 through 4:
1. Cr 0.126
2. C -1.719
3. C 0.399
4. N 0.781